*w*
# C5H10N2O

C5H10N2O in the gas phase (ωB97M-V/def2-TZVPD, OMol25).

## Properties
Orbital gap, eV: 9.205
Structure (SMILES): C[C@H]1COC=NN1C

Cartesian coordinates (Å):
C 0.69 -1.42 -1.06
C -0.12 -0.85 0.10
C 1.04 -0.22 1.10
C 1.20 1.42 -0.24
C -2.00 0.71 0.11
H 0.96 -2.32 -0.81
H -0.18 -1.46 -1.84
H 1.48 -0.88 -1.43
H -1.03 -1.28 0.50
H 1.55 -1.06 1.46
H 0.75 0.19 2.26
H 1.94 2.32 -0.26
H -2.89 -0.09 0.07
H -2.52 1.64 -0.48
H -2.11 1.14 1.14
N 0.03 1.36 -0.75
N -0.74 0.26 -0.40
O 1.97 0.52 0.51

=====

*x*
# C5H10N2O

C5H10N2O in the gas phase (ωB97M-V/def2-TZVPD, OMol25).

## Properties
Orbital gap (spin up / spin down), eV: 7.598 / 7.598
Structure (SMILES): C/N=C\C(O)=C(/C)N

Cartesian coordinates (Å):
C -2.75 0.13 0.32
C 1.67 -1.21 0.53
C -0.08 0.31 -0.48
C 1.16 0.11 0.04
N 2.07 1.18 0.06
C -0.90 -0.82 -0.93
O -0.50 1.58 -0.82
N -1.83 -0.93 -0.04
H -0.01 2.22 -0.27
H 2.99 0.94 0.40
H 2.13 1.71 -0.80
H -0.40 -1.74 -1.20
H -2.28 0.92 0.91
H -3.54 -0.34 0.92
H -3.21 0.58 -0.57
H 2.27 -1.71 -0.25
H 2.34 -1.06 1.39
H 0.85 -1.87 0.81

=====

The energy of each structure relative to the most stable one, in hartree, is as follows: *w* 0.0762; *x* 0.0000.